# C6H10O

One molecule with the formula C6H10O in a non-equilibrium geometry (ωB97M-V/def2-TZVPD, the Open Molecules 2025 dataset).

The geometry in XYZ format:
```
17
Properties=species:S:1:pos:R:3:lowdin_charge:R:1
C -1.4990 1.5615 1.8240 -0.11
C -0.8489 0.5061 1.0245 -0.36
C -0.8133 -0.8350 1.7125 -0.08
C -0.2106 0.9451 -0.0882 -0.09
C 0.8176 0.1995 -0.8286 -0.11
C 0.7113 -0.8933 -1.6321 -0.17
O 1.9021 -1.1687 -2.3720 -0.07
H -0.8699 1.8162 2.7603 0.12
H -1.7260 2.5044 1.3965 0.06
H -2.4199 1.2345 2.2357 0.05
H -1.6162 -1.1812 2.5673 0.13
H 0.1164 -0.9981 2.3572 0.09
H -0.7671 -1.6560 0.9681 0.06
H -0.3918 1.9980 -0.3658 0.11
H 1.8934 0.4814 -0.7426 0.12
H -0.1097 -1.6292 -1.6274 0.12
H 1.7316 -2.1235 -2.6454 0.11
```

Highest occupied orbital energy = -8.327 eV
Strongest force on any atom = 3.69 eV/Å
Energy relative to the best compared isomer or geometry (same formula, charge and spin) = 48.9 kcal/mol
E_tot = -8429.1190 eV
Gap between HOMO and LUMO = 9.19 eV
SMILES = CC(C)=C/C=C/O

# C6H10O

A 3-piece molecular cluster, C6H10O overall in a non-equilibrium geometry (ωB97M-V/def2-TZVPD, the Open Molecules 2025 dataset).

The geometry in XYZ format:
```
17
Properties=species:S:1:pos:R:3:lowdin_charge:R:1
C 0.7746 -1.5248 -0.7870 -0.02
C 1.3195 -0.9091 0.2703 -0.34
O 1.5473 -1.3644 1.5305 0.00
H 0.6982 -2.6087 -0.7652 0.06
H 0.9436 -1.0205 -1.7397 0.06
H 2.0525 -0.1678 0.0628 0.07
H 0.8907 -2.0909 1.6411 0.11
C 0.4247 1.7568 -0.7771 0.00
C 1.5855 1.9709 -1.0119 0.02
H -0.4825 2.0729 -0.3465 0.00
H 2.4513 2.5303 -1.2427 0.03
C -1.7082 -0.3479 0.4575 -0.10
C -2.2004 0.8873 0.4733 -0.13
H -1.1457 -0.7100 1.3213 0.05
H -2.2019 -1.0178 -0.2451 0.07
H -2.8538 1.2217 -0.3367 0.06
H -2.2794 1.4570 1.3996 0.06
```

Highest occupied orbital energy = -8.585 eV
Strongest force on any atom = 2.52 eV/Å
Energy relative to the best compared isomer or geometry (same formula, charge and spin) = 128.2 kcal/mol
E_tot = -8425.6801 eV
Gap between HOMO and LUMO = 9.56 eV
SMILES = C=CO.C#C.C=C

# C6H10O

A 2-piece molecular cluster, C6H10O overall (ωB97M-V/def2-TZVPD, the Open Molecules 2025 dataset).

The geometry in XYZ format:
```
17
Properties=species:S:1:pos:R:3:lowdin_charge:R:1
O -0.4835 -1.9617 0.4720 -0.03
C -0.9232 -0.6466 0.7335 -0.39
C 0.0696 0.4347 1.1220 -0.09
C -0.2719 1.5809 0.5133 -0.11
C -1.3903 1.3188 -0.4126 -0.08
C -1.7471 0.0272 -0.3358 -0.04
H -0.1464 -1.9943 -0.4330 0.08
H -1.5479 -0.7321 1.6349 0.16
H 0.9108 0.2500 1.7826 0.12
H 0.2354 2.5353 0.6099 0.11
H -1.8572 2.0765 -1.0339 0.10
H -2.5564 -0.4712 -0.8602 0.11
C 1.9443 -0.4954 -0.7635 -0.04
H 1.7722 -0.8874 -1.7666 0.03
H 2.9099 0.0033 -0.6773 0.03
H 1.8903 -1.3012 -0.0228 0.03
H 1.1915 0.2632 -0.5625 -0.01
```

Highest occupied orbital energy = -8.673 eV
Strongest force on any atom = 0.63 eV/Å
Energy relative to the best compared isomer or geometry (same formula, charge and spin) = 34.1 kcal/mol
E_tot = -8429.7609 eV
Gap between HOMO and LUMO = 9.43 eV
SMILES = OC1C=CC=C1.C